C4H8O2 | ωB97M-V with the def2-TZVPD basis set

Output
F_max	1.4	eV/A
electronic energy	-8371.033	eV
frontier orbital gap	11.27	eV
HOMO energy	-10.24	eV
energy above the lowest of the compared OMol25 structures with the same formula, charge and spin	2.2491	eV

Structure (ORCA input):
```
! wB97M-V def2-TZVPD RIJCOSX def2/J DEFGRID3
* xyz 0 1
C 0.37998 -1.60313 0.68950
C -0.83732 -0.78354 0.34916
O -0.99827 0.44166 1.05345
C -0.76991 0.50223 -0.37001
C 0.56620 1.11660 -0.89777
O 0.91227 2.29925 -0.22500
H 1.26137 -0.97005 0.81544
H 0.57696 -2.33029 -0.10604
H 0.22732 -2.15147 1.62504
H -1.75843 -1.36556 0.25053
H -1.66672 0.83472 -0.89971
H 0.48052 1.38574 -1.95752
H 1.38876 0.40110 -0.79335
H 0.23726 2.22272 0.46627
*
```

C4H8O2 | ωB97M-V with the def2-TZVPD basis set

Output
F_max	4.4	eV/A
electronic energy	-8369.596	eV
frontier orbital gap	11.28	eV
HOMO energy	-10.29	eV
energy above the lowest of the compared OMol25 structures with the same formula, charge and spin	3.6854	eV

Structure (ORCA input):
```
! wB97M-V def2-TZVPD RIJCOSX def2/J DEFGRID3
* xyz 0 1
C 1.53328 0.91231 0.08859
C 0.84474 -0.34819 0.54994
O -0.12094 -0.16114 1.57790
C -0.57737 -0.57149 0.25174
C -1.34439 0.46325 -0.82874
O -1.67967 1.59832 -0.08704
H 0.81658 1.74000 0.05645
H 1.96379 0.76939 -0.90817
H 2.34270 1.18188 0.77480
H 1.47369 -1.23064 0.66870
H -1.01184 -1.56771 0.29646
H -2.23496 -0.06641 -1.18143
H -0.61361 0.65367 -1.61548
H -1.40004 0.90368 0.59467
*
```

C4H8O2 | ωB97M-V with the def2-TZVPD basis set

Output
F_max	0.5	eV/A
electronic energy	-8367.785	eV
frontier orbital gap (spin up / spin down)	8.29 / 8.30	eV
HOMO energy (spin up / spin down)	-8.72 / -8.72	eV
energy above the lowest of the compared OMol25 structures with the same formula, charge and spin	5.4965	eV

Structure (ORCA input):
```
! wB97M-V def2-TZVPD RIJCOSX def2/J DEFGRID3
* xyz 0 1
C 0.24509 -2.01237 0.31169
O -0.38312 -0.60145 -1.06655
C 0.11051 0.57617 -1.01734
C -0.69727 1.71151 -0.43013
C 0.14516 1.15261 0.63748
O -0.26716 0.19841 1.42502
H 0.00244 -2.65243 -0.52761
H -0.16986 -2.42464 1.23972
H 1.31553 -1.82857 0.39907
H 1.05883 0.79933 -1.51650
H -1.76459 1.52019 -0.36013
H -0.41603 2.70039 -0.78711
H 1.11158 1.60962 0.85740
H -0.29111 -0.74877 0.83498
*
```

C4H8O2 | ωB97M-V with the def2-TZVPD basis set

Output
F_max	0.6	eV/A
electronic energy	-8371.832	eV
frontier orbital gap	10.89	eV
HOMO energy	-9.99	eV
energy above the lowest of the compared OMol25 structures with the same formula, charge and spin	1.4493	eV

Structure (ORCA input):
```
! wB97M-V def2-TZVPD RIJCOSX def2/J DEFGRID3
* xyz 0 1
C 0.77974 -0.73637 -1.19931
C 0.39824 -0.35562 0.23162
C -1.01522 -0.82890 0.53425
O -1.93668 -0.61151 -0.22495
C 0.30448 1.17399 0.49068
O -0.89996 1.48115 1.17314
H 0.83123 -1.82606 -1.30914
H 1.75267 -0.32331 -1.48501
H 0.01916 -0.36521 -1.89297
H 1.09556 -0.81173 0.94465
H -1.19415 -1.32581 1.50465
H 1.11804 1.52000 1.13173
H 0.36066 1.73872 -0.44830
H -1.61377 1.27066 0.54896
*
```

C4H8O2 | ωB97M-V with the def2-TZVPD basis set

Output
F_max	2.6	eV/A
electronic energy	-8367.907	eV
frontier orbital gap	8.92	eV
HOMO energy	-8.11	eV
energy above the lowest of the compared OMol25 structures with the same formula, charge and spin	5.3748	eV

Structure (ORCA input):
```
! wB97M-V def2-TZVPD RIJCOSX def2/J DEFGRID3
* xyz 0 1
O 2.13281 0.76167 -0.74030
C 1.59409 -0.30397 -0.06019
C -0.25780 0.10497 0.63023
C -0.90543 0.80068 -0.53099
O -1.55606 -0.42131 -0.92912
C -1.22017 -1.03632 0.32222
H 2.67658 1.30506 -0.15952
H 1.26465 -0.30017 0.96613
H 1.32633 -1.08065 -0.76610
H -0.32655 0.56556 1.63998
H -1.62829 1.58488 -0.27504
H -0.19992 1.17749 -1.28143
H -2.10336 -1.11501 0.98248
H -0.79687 -2.04289 0.20165
*
```

C4H8O2 | ωB97M-V with the def2-TZVPD basis set

Output
F_max	2.6	eV/A
electronic energy	-8371.064	eV
frontier orbital gap	10.79	eV
HOMO energy	-9.90	eV
energy above the lowest of the compared OMol25 structures with the same formula, charge and spin	2.2175	eV

Structure (ORCA input):
```
! wB97M-V def2-TZVPD RIJCOSX def2/J DEFGRID3
* xyz 0 1
C 1.49472 0.61651 0.13500
C 0.63365 -0.60161 0.12040
O -0.08800 -0.82498 1.33190
C -1.35474 -0.50726 0.73949
C -0.78033 -0.38760 -0.67564
O -1.00484 0.77902 -1.39524
H 1.17680 1.43729 0.79127
H 2.54960 0.42633 0.34763
H 1.49434 1.15005 -0.89563
H 1.16556 -1.50205 -0.22645
H -1.75778 0.44280 1.11820
H -2.08826 -1.30320 0.90463
H -0.97648 -1.24735 -1.33253
H -0.46426 1.52205 -0.96302
*
```

C4H8O2 | ωB97M-V with the def2-TZVPD basis set

Output
F_max	0.8	eV/A
electronic energy	-8368.606	eV
frontier orbital gap	9.87	eV
HOMO energy	-9.33	eV
energy above the lowest of the compared OMol25 structures with the same formula, charge and spin	4.6757	eV

Structure (ORCA input):
```
! wB97M-V def2-TZVPD RIJCOSX def2/J DEFGRID3
* xyz 0 1
C -0.61461 1.60603 -1.27739
O -0.27272 0.77348 -0.17439
C -0.82534 -0.31071 1.27315
C 0.48147 -0.85601 1.25249
C 0.75567 -1.86126 0.20938
O 1.63293 -2.69512 0.23454
H 0.19245 1.58001 -2.02003
H -0.77280 2.64413 -0.96500
H -1.52204 1.24388 -1.77980
H -1.66910 -0.77985 0.77483
H -1.08885 0.33808 2.10730
H 1.06658 -0.88946 2.16773
H 0.67998 0.28045 0.40443
H 0.10071 -1.73934 -0.68795
*
```

C4H8O2 | ωB97M-V with the def2-TZVPD basis set

Output
F_max	0.4	eV/A
electronic energy	-8371.246	eV
frontier orbital gap	11.16	eV
HOMO energy	-10.14	eV
energy above the lowest of the compared OMol25 structures with the same formula, charge and spin	2.0358	eV

Structure (ORCA input):
```
! wB97M-V def2-TZVPD RIJCOSX def2/J DEFGRID3
* xyz 0 1
C 0.11959 1.12847 -1.46292
C -0.60680 0.96621 -0.35864
C -1.23412 -0.34907 0.03499
O -0.65677 -0.90560 1.20024
C 0.73973 -1.06810 1.11359
O 1.45069 0.13106 1.09042
H 0.63337 2.06081 -1.67925
H 0.27622 0.30285 -2.15524
H -0.69350 1.76612 0.37586
H -2.29035 -0.19408 0.27865
H -1.16784 -1.05362 -0.81157
H 1.04060 -1.57928 2.02903
H 0.98712 -1.68458 0.22977
H 1.39588 0.47644 0.18917
*
```

C4H8O2 | ωB97M-V with the def2-TZVPD basis set

Output
F_max	0.7	eV/A
electronic energy	-8371.300	eV
frontier orbital gap	9.11	eV
HOMO energy	-8.72	eV
energy above the lowest of the compared OMol25 structures with the same formula, charge and spin	1.9819	eV

Structure (ORCA input):
```
! wB97M-V def2-TZVPD RIJCOSX def2/J DEFGRID3
* xyz 0 1
C -0.28563 1.05613 0.73774
C -0.52127 -0.25183 0.57015
C -0.24112 -1.29564 1.61247
O -1.04460 -0.83994 -0.53429
H 0.13235 1.41676 1.67370
H -0.56802 1.80893 0.00472
H -1.19865 -1.73152 1.91620
H 0.36470 -2.10726 1.18953
H 0.26344 -0.86617 2.48100
H -1.00326 -0.23347 -1.30015
C 1.04438 0.76012 -2.08535
O -0.09698 0.66663 -2.47898
H 1.71585 1.54720 -2.46869
H 1.43881 0.07006 -1.31805
*
```

C4H8O2 | ωB97M-V with the def2-TZVPD basis set

Output
F_max	0.4	eV/A
electronic energy	-8372.718	eV
frontier orbital gap	11.70	eV
HOMO energy	-10.71	eV
energy above the lowest of the compared OMol25 structures with the same formula, charge and spin	0.5635	eV

Structure (ORCA input):
```
! wB97M-V def2-TZVPD RIJCOSX def2/J DEFGRID3
* xyz 0 1
C -2.11627 0.04774 -0.05834
C -0.79769 0.60433 0.47357
C 0.38168 -0.16520 -0.08992
O 1.59042 0.43346 0.41116
C 2.69145 -0.31425 0.31476
O 2.73889 -1.45423 -0.06582
H -2.23245 -1.00738 0.21458
H -2.97226 0.59600 0.34750
H -2.16008 0.11646 -1.15152
H -0.76941 0.54003 1.56790
H -0.69618 1.66446 0.21245
H 0.35524 -1.22324 0.19018
H 0.41678 -0.10818 -1.18457
H 3.56371 0.26900 0.64745
*
```

C4H8O2 | ωB97M-V with the def2-TZVPD basis set

Output
F_max	0.4	eV/A
electronic energy	-8368.328	eV
frontier orbital gap	9.28	eV
HOMO energy	-8.34	eV
energy above the lowest of the compared OMol25 structures with the same formula, charge and spin	4.9536	eV

Structure (ORCA input):
```
! wB97M-V def2-TZVPD RIJCOSX def2/J DEFGRID3
* xyz 0 1
C -0.38602 1.15122 0.87831
C 0.29558 -0.11102 1.34052
O 0.62897 -1.12610 0.41336
C -0.42595 -1.26530 -0.50612
C -0.58718 0.03024 -1.25998
O -0.85452 1.12338 -0.33944
H 1.33697 2.17334 0.41183
H 1.80144 1.74263 0.00861
H 1.20826 0.14717 1.88361
H -0.42491 -0.48849 2.09130
H -1.36389 -1.51327 0.01491
H -0.18172 -2.08543 -1.18455
H -1.42883 0.02384 -1.95479
H 0.33367 0.28082 -1.79642
*
```

C4H8O2 | ωB97M-V with the def2-TZVPD basis set

Output
F_max	2.7	eV/A
electronic energy	-8370.885	eV
frontier orbital gap	9.91	eV
HOMO energy	-8.94	eV
energy above the lowest of the compared OMol25 structures with the same formula, charge and spin	2.3969	eV

Structure (ORCA input):
```
! wB97M-V def2-TZVPD RIJCOSX def2/J DEFGRID3
* xyz 0 1
C -1.25681 -0.87245 -0.87907
C -1.67412 0.39613 -0.83907
O -1.83901 1.10878 0.29690
H -1.07290 -1.59359 -0.07521
H -1.58013 -1.18971 -1.88470
H -1.93111 1.12318 -1.60984
H -1.55525 0.46364 0.96345
C 1.75056 0.49186 0.09063
C 1.23933 -0.43945 1.14351
O 0.24671 -0.39863 1.85351
H 1.04239 1.30742 -0.04423
H 1.91499 -0.06131 -0.84298
H 2.73171 0.87231 0.40442
H 1.98365 -1.20817 1.42268
*
```

C4H8O2 | ωB97M-V with the def2-TZVPD basis set

Output
F_max	0.5	eV/A
electronic energy	-8367.652	eV
frontier orbital gap (spin up / spin down)	7.80 / 7.80	eV
HOMO energy (spin up / spin down)	-8.93 / -8.93	eV
energy above the lowest of the compared OMol25 structures with the same formula, charge and spin	5.6295	eV

Structure (ORCA input):
```
! wB97M-V def2-TZVPD RIJCOSX def2/J DEFGRID3
* xyz 0 1
C -0.56898 1.73564 0.37750
C 0.05763 0.44309 -0.46960
C -0.95548 -0.36127 0.16614
O 1.28719 0.18401 -0.14720
C 1.31141 -1.85211 -0.25910
O 1.81213 -2.27248 -1.26680
H -1.60576 2.00010 0.16234
H -0.38027 1.63518 1.44689
H 0.08561 2.51689 -0.01655
H -0.18125 0.70165 -1.51852
H -0.79373 -0.65137 1.20282
H 0.14236 -1.70412 -0.20444
H -1.97216 -0.43756 -0.22015
H 1.76129 -1.93766 0.74668
*
```

C4H8O2 | ωB97M-V with the def2-TZVPD basis set

Output
F_max	0.8	eV/A
electronic energy	-8372.426	eV
frontier orbital gap	10.95	eV
HOMO energy	-10.05	eV
energy above the lowest of the compared OMol25 structures with the same formula, charge and spin	0.8559	eV

Structure (ORCA input):
```
! wB97M-V def2-TZVPD RIJCOSX def2/J DEFGRID3
* xyz 0 1
C -1.86996 -0.19066 0.29783
C -0.64606 0.58073 -0.15599
O -0.69915 1.46331 -0.99003
C 0.75998 0.24390 0.41699
C 1.33807 -0.87145 -0.44049
O 1.52906 1.42332 0.35902
H -1.99114 -1.08403 -0.32534
H -2.71547 0.47146 0.09711
H -1.88017 -0.49174 1.35338
H 0.75213 -0.09762 1.46490
H 0.77130 -1.80208 -0.30185
H 2.37788 -1.09378 -0.18424
H 1.30671 -0.63767 -1.51051
H 0.96682 2.08632 -0.08079
*
```

C4H8O2 | ωB97M-V with the def2-TZVPD basis set

Output
F_max	3.3	eV/A
electronic energy	-8370.091	eV
frontier orbital gap	10.23	eV
HOMO energy	-9.37	eV
energy above the lowest of the compared OMol25 structures with the same formula, charge and spin	3.1909	eV

Structure (ORCA input):
```
! wB97M-V def2-TZVPD RIJCOSX def2/J DEFGRID3
* xyz 0 1
C -1.04864 0.84527 1.01153
C 0.26197 0.84101 0.26830
O 1.56855 -0.20964 0.90601
C 1.06025 -1.04447 -0.07774
C 0.32253 0.01119 -0.98386
O -0.91213 -0.44472 -1.49105
H -1.46809 -0.16358 1.03529
H -0.88914 1.22361 2.02016
H -1.81557 1.46922 0.51811
H 0.89031 1.70306 0.34446
H 0.20058 -1.61760 0.30403
H 1.76310 -1.70996 -0.59601
H 0.94369 0.45458 -1.77321
H -0.80228 -1.40005 -1.60031
*
```

C4H8O2 | ωB97M-V with the def2-TZVPD basis set

Output
F_max	2.4	eV/A
electronic energy	-8371.336	eV
frontier orbital gap	10.78	eV
HOMO energy	-9.81	eV
energy above the lowest of the compared OMol25 structures with the same formula, charge and spin	1.9456	eV

Structure (ORCA input):
```
! wB97M-V def2-TZVPD RIJCOSX def2/J DEFGRID3
* xyz 0 1
O 0.20613 -0.93841 2.02351
C -0.06111 0.02818 1.03856
C -0.70703 -0.67246 -0.22245
C -0.52335 0.47870 -1.17338
O 0.75846 1.03805 -0.88356
C 1.17720 0.64251 0.41581
H -0.12218 -1.59078 1.39684
H -0.76153 0.78662 1.41409
H -0.15560 -1.57073 -0.58242
H -1.75473 -0.98967 -0.09800
H -0.55030 0.20678 -2.22737
H -1.31872 1.20562 -0.95884
H 1.57786 1.50532 0.96171
H 1.96630 -0.12704 0.36996
*
```

C4H8O2 | ωB97M-V with the def2-TZVPD basis set

Output
F_max	2.0	eV/A
electronic energy	-8370.820	eV
frontier orbital gap	9.27	eV
HOMO energy	-8.87	eV
energy above the lowest of the compared OMol25 structures with the same formula, charge and spin	2.4619	eV

Structure (ORCA input):
```
! wB97M-V def2-TZVPD RIJCOSX def2/J DEFGRID3
* xyz 0 1
C 1.61918 1.92393 -0.63842
C 1.90627 0.74886 -0.11780
C 0.96081 -0.19324 0.53296
C 1.04290 -0.57283 1.79271
O 0.17922 -1.48398 2.37480
H 2.35922 2.63704 -0.98810
H 0.61921 2.35450 -0.67266
H 2.92203 0.41903 0.02719
H 0.16173 -0.62344 -0.06050
H 1.60842 -0.20057 2.64172
H -0.47525 -1.74314 1.73571
O -4.56831 -0.89967 -2.37933
H -4.63706 -1.80824 -2.08329
H -3.69837 -0.55826 -2.16499
*
```

C4H8O2 | ωB97M-V with the def2-TZVPD basis set

Output
F_max	0.5	eV/A
electronic energy	-8368.617	eV
frontier orbital gap	9.83	eV
HOMO energy	-8.95	eV
energy above the lowest of the compared OMol25 structures with the same formula, charge and spin	4.6646	eV

Structure (ORCA input):
```
! wB97M-V def2-TZVPD RIJCOSX def2/J DEFGRID3
* xyz 0 1
C -1.88487 -0.67515 -0.28742
C -0.72778 -0.64503 -1.08199
O -0.13355 0.97849 -0.27531
C 1.15376 1.11775 0.27932
C 1.57030 -0.09050 1.10231
O 2.58621 -0.71341 0.90398
H -1.13823 0.46422 0.21786
H -1.95615 -1.42593 0.49621
H -2.82474 -0.36961 -0.74099
H 0.13840 -1.25227 -0.82330
H -0.72967 -0.25475 -2.09437
H 1.19066 2.01356 0.91628
H 1.88451 1.23809 -0.52841
H 0.87114 -0.38546 1.91584
*
```

C4H8O2 | ωB97M-V with the def2-TZVPD basis set

Output
F_max	0.5	eV/A
electronic energy	-8371.550	eV
frontier orbital gap	10.71	eV
HOMO energy	-9.80	eV
energy above the lowest of the compared OMol25 structures with the same formula, charge and spin	1.7314	eV

Structure (ORCA input):
```
! wB97M-V def2-TZVPD RIJCOSX def2/J DEFGRID3
* xyz 0 1
C 1.57984 0.74408 -0.37576
O 1.11610 -0.58680 -0.35545
C 0.28600 -0.91604 0.73304
C -1.19599 -0.79039 0.34905
C -1.56914 0.64962 0.09303
O -1.98373 1.39289 0.95164
H 1.69426 1.03465 -1.42496
H 2.55204 0.83273 0.12675
H 0.88326 1.43506 0.11906
H 0.49812 -0.28943 1.61284
H 0.50231 -1.95526 1.00202
H -1.81629 -1.17149 1.16668
H -1.36541 -1.38636 -0.55455
H -1.40246 1.01829 -0.94279
*
```

C4H8O2 | ωB97M-V with the def2-TZVPD basis set

Output
F_max	0.4	eV/A
electronic energy	-8370.756	eV
frontier orbital gap	10.81	eV
HOMO energy	-9.78	eV
energy above the lowest of the compared OMol25 structures with the same formula, charge and spin	2.5257	eV

Structure (ORCA input):
```
! wB97M-V def2-TZVPD RIJCOSX def2/J DEFGRID3
* xyz 0 1
C 1.95306 -0.18948 0.55244
O 0.68704 0.33790 0.88333
C -0.16402 0.42306 -0.22078
C -0.84853 -0.89599 -0.62586
O -2.13542 -0.39198 -0.24614
C -1.57515 0.86308 0.16430
H 2.24315 -0.90343 1.32695
H 1.93713 -0.71188 -0.41373
H 2.70159 0.60996 0.49357
H 0.30945 0.97823 -1.04273
H -0.54457 -1.75562 -0.01326
H -0.81209 -1.15960 -1.68964
H -1.68889 1.04259 1.23903
H -1.99148 1.70169 -0.40555
*
```